# 1
C6H6N2 | ωB97M-V/def2-TZVPD

Cartesian coordinates (Å):
C  2.1345  0.0298  -0.1085
C  1.4785  -1.0155  0.0505
C  -0.0128  -0.6113  0.5752
N  -1.0932  -1.0490  -0.4529
C  -1.9872  -0.0348  -0.2540
N  -1.4686  1.1218  0.2302
C  -0.0692  0.8623  0.2388
C  1.1925  1.2372  -0.2452
H  3.1544  -0.1041  -0.5822
H  1.7844  -2.0900  0.1425
H  -0.2127  -0.8692  1.5458
H  -1.4225  -2.1046  -0.2244
H  -3.1908  -0.3173  -0.3301
H  1.4029  2.1698  -0.5345

Strongest force on any atom (eV/Å): 9.32
Energy above the lowest of the compared OMol25 structures with the same formula, charge and spin (kJ/mol): 352.6
Structure (SMILES): C1=C[C@@H]2NC=NC2=C1
HOMO energy (eV): -8.18
LUMO energy (Eh): 0.024
Energy (hartree): -341.58825
HOMO-LUMO gap (eV): 8.84

List of Löwdin charges in e, atom by atom:
1. C -0.128
2. C -0.086
3. C -0.192
4. N 0.023
5. C -0.228
6. N 0.070
7. C -0.246
8. C 0.038
9. H 0.126
10. H 0.114
11. H 0.111
12. H 0.184
13. H 0.170
14. H 0.042

# 2
C6H6N2 | ωB97M-V/def2-TZVPD

Cartesian coordinates (Å):
C  -0.4209  1.0530  -1.7480
C  0.8959  -0.3979  -0.6897
C  0.7673  -0.6472  2.8197
C  1.1542  -1.1359  1.6495
C  0.0185  0.6866  1.3301
C  -1.0951  0.4982  -2.9240
N  0.1446  0.5524  2.5931
N  0.5912  -0.3209  0.5695
H  0.8837  -1.1008  3.8030
H  1.6922  -2.0346  1.4731
H  -0.4120  1.4995  0.8067
H  -1.1034  1.2431  -3.7455
H  -2.1298  0.5606  -2.5281
H  -0.9864  -0.4562  -3.4095

Strongest force on any atom (eV/Å): 3.40
Energy above the lowest of the compared OMol25 structures with the same formula, charge and spin (kJ/mol): 822.1
HOMO energy (spin up / spin down) (eV): -7.56 / -7.55
LUMO energy (spin up / spin down) (Eh): -0.020 / -0.020
Energy (hartree): -341.40942
HOMO-LUMO gap (spin up / spin down) (eV): 7.02 / 7.01

List of Löwdin charges in e, atom by atom:
1. C 0.088
2. C 0.125
3. C -0.135
4. C -0.062
5. C -0.183
6. C -0.263
7. N 0.086
8. N -0.186
9. H 0.115
10. H 0.100
11. H 0.095
12. H 0.076
13. H 0.091
14. H 0.054

# 3
C6H6N2 | ωB97M-V/def2-TZVPD

Cartesian coordinates (Å):
C  1.6620  0.9307  1.0341
C  0.9435  -0.2592  0.5057
C  -0.4319  -0.2666  0.9429
C  0.3820  0.2729  -0.7914
C  -0.6484  -0.7001  -1.2390
C  -1.2965  -1.1652  -0.1135
H  1.7524  -1.0073  0.5057
H  -0.6216  -0.2526  2.1725
H  -1.3590  1.5500  -0.4560
H  1.0010  0.9236  -1.5494
H  -1.1596  -0.9128  -2.2695
H  -2.4300  -1.8016  0.1367
N  2.6607  1.6731  0.9839
N  -0.4546  1.0150  0.1375

Strongest force on any atom (eV/Å): 9.11
Energy above the lowest of the compared OMol25 structures with the same formula, charge and spin (kJ/mol): 612.4
HOMO energy (eV): -8.56
LUMO energy (Eh): 0.025
Energy (hartree): -341.48931
HOMO-LUMO gap (eV): 9.24

List of Löwdin charges in e, atom by atom:
1. C -0.165
2. C -0.297
3. C -0.240
4. C -0.316
5. C -0.109
6. C -0.025
7. H 0.161
8. H 0.192
9. H 0.223
10. H 0.186
11. H 0.131
12. H 0.182
13. N 0.123
14. N -0.047

# 4
C6H6N2 | ωB97M-V/def2-TZVPD

Cartesian coordinates (Å):
C  -2.4452  -0.4494  -1.6182
C  -1.5579  -0.2264  -0.8500
C  -0.3907  0.1102  0.0531
C  -0.1093  -0.6393  1.3275
C  1.3187  -0.5399  1.3144
N  1.8772  -0.0054  0.2941
N  0.8548  0.2431  -0.6400
C  0.2696  1.4181  -0.2847
H  -3.2071  -1.0280  -2.3293
H  -0.4533  -1.6746  1.4206
H  -0.4334  0.0017  2.0669
H  2.0015  -0.8862  2.1668
H  -0.3135  1.9784  -1.0411
H  0.7716  1.9045  0.4845

Strongest force on any atom (eV/Å): 4.55
Energy above the lowest of the compared OMol25 structures with the same formula, charge and spin (kJ/mol): 450.9
Structure (SMILES): C#C[C@@]12CC=NN1C2
HOMO energy (eV): -9.02
LUMO energy (Eh): 0.035
Energy (hartree): -341.55081
HOMO-LUMO gap (eV): 9.98

List of Löwdin charges in e, atom by atom:
1. C 0.073
2. C -0.063
3. C -0.377
4. C -0.099
5. C -0.167
6. N 0.088
7. N -0.072
8. C -0.087
9. H 0.093
10. H 0.137
11. H 0.098
12. H 0.142
13. H 0.132
14. H 0.101

# 5
C6H6N2 | ωB97M-V/def2-TZVPD

Cartesian coordinates (Å):
C  -0.2279  -0.6982  0.5625
C  -0.3289  2.0766  0.6939
C  0.6831  -0.9681  1.5430
N  -0.0075  1.1277  -0.0838
H  -1.2415  -0.9994  0.8283
H  -0.4820  3.0470  0.2386
H  -0.4797  1.7977  1.7313
H  0.5414  -1.7678  2.2516
H  1.6392  -0.4623  1.5404
C  0.4503  0.9684  -1.3701
C  -0.1329  -1.2264  -0.9662
C  -0.5177  -1.9141  -1.8907
N  0.9917  1.3968  -2.3096
H  -0.8876  -2.3778  -2.7692

Strongest force on any atom (eV/Å): 3.73
Energy above the lowest of the compared OMol25 structures with the same formula, charge and spin (kJ/mol): 751.3
HOMO energy (spin up / spin down) (eV): -7.38 / -7.38
LUMO energy (spin up / spin down) (Eh): -0.032 / -0.032
Energy (hartree): -341.43639
HOMO-LUMO gap (spin up / spin down) (eV): 6.51 / 6.52

List of Löwdin charges in e, atom by atom:
1. C -0.278
2. C 0.110
3. C -0.068
4. N -0.036
5. H 0.102
6. H 0.103
7. H 0.097
8. H 0.039
9. H 0.035
10. C -0.299
11. C -0.134
12. C 0.102
13. N 0.204
14. H 0.025

# 6
C6H6N2O | ωB97M-V/def2-TZVPD

Cartesian coordinates (Å):
C  0.1130  0.7744  -0.0843
C  2.2851  1.2215  0.2969
C  0.0933  -0.6357  0.1384
C  2.5765  -0.3129  0.0769
C  -1.3338  -1.1565  -0.1065
C  -2.4722  -0.3012  -0.1264
N  1.0632  1.6092  0.1750
N  1.5596  -1.1455  0.1213
O  3.7259  -0.6335  -0.0041
H  -0.7185  1.1909  -0.5588
H  3.1383  1.8575  0.7811
H  -1.4175  -2.1813  -0.4961
H  -2.9880  -0.0289  -1.0161
H  -2.3280  0.6367  0.4790
H  -3.2970  -0.8949  0.3238

Strongest force on any atom (eV/Å): 6.70
Energy above the lowest of the compared OMol25 structures with the same formula, charge and spin (kJ/mol): 469.3
HOMO energy (spin up / spin down) (eV): -8.60 / -8.52
LUMO energy (spin up / spin down) (Eh): -0.069 / -0.084
Energy (hartree): -416.79492
HOMO-LUMO gap (spin up / spin down) (eV): 6.72 / 6.24

List of Löwdin charges in e, atom by atom:
1. C -0.131
2. C 0.045
3. C -0.080
4. C -0.610
5. C -0.027
6. C -0.141
7. N 0.094
8. N 0.155
9. O 0.043
10. H 0.089
11. H 0.157
12. H 0.113
13. H 0.084
14. H 0.103
15. H 0.105

# 7
C6H6N2O | ωB97M-V/def2-TZVPD

Cartesian coordinates (Å):
H  -1.2302  1.6647  -2.0404
N  -1.7355  1.0327  -1.3952
C  -0.9023  0.8666  -0.4297
N  0.4314  1.4122  -0.2504
C  1.1129  0.7273  0.7561
C  1.1135  -0.8030  0.8473
C  0.7922  -1.5571  -0.3044
C  0.4206  -2.3264  -1.1863
C  -0.0057  0.0463  1.4315
O  -1.1859  0.0643  0.5933
H  0.9745  1.7573  -1.0190
H  1.9576  1.2438  1.2310
H  1.7782  -1.3471  1.5903
H  0.2153  -2.7692  -2.1375
H  -0.2663  0.0993  2.4614

Strongest force on any atom (eV/Å): 3.68
Energy above the lowest of the compared OMol25 structures with the same formula, charge and spin (kJ/mol): 304.4
Structure (SMILES): [H]/N=C1\N[C@@H]2[C@H](C#C)[C@@H]2O1
HOMO energy (eV): -9.06
LUMO energy (Eh): 0.025
Energy (hartree): -416.85773
HOMO-LUMO gap (eV): 9.74

List of Löwdin charges in e, atom by atom:
1. H 0.050
2. N 0.138
3. C -0.492
4. N 0.108
5. C -0.216
6. C -0.174
7. C -0.115
8. C 0.149
9. C -0.152
10. O 0.063
11. H 0.136
12. H 0.158
13. H 0.169
14. H 0.030
15. H 0.147

# 8
C6H6N2O | ωB97M-V/def2-TZVPD

Cartesian coordinates (Å):
N  -3.1247  -0.0618  -0.0959
C  -2.0695  0.3843  -0.1564
C  -0.6108  0.7861  -0.2340
C  -0.3585  2.1816  -0.2633
N  0.0861  3.2362  -0.2295
C  0.2532  0.1949  1.1284
C  1.0768  -0.9054  0.3481
C  0.4271  -1.1145  -0.9632
O  -0.0146  0.1796  -1.3384
H  -0.4348  -0.4680  1.6897
H  0.7595  1.0285  1.5627
H  2.0640  -0.6268  0.1199
H  1.1771  -1.7204  1.1093
H  1.0760  -1.2881  -1.9133
H  -0.3069  -1.8063  -0.7641

Strongest force on any atom (eV/Å): 4.63
Energy above the lowest of the compared OMol25 structures with the same formula, charge and spin (kJ/mol): 212.1
Structure (SMILES): N#CC1(C#N)CCCO1
HOMO energy (eV): -11.39
LUMO energy (Eh): 0.022
Energy (hartree): -416.89289
HOMO-LUMO gap (eV): 11.99

List of Löwdin charges in e, atom by atom:
1. N 0.177
2. C -0.115
3. C -0.425
4. C -0.158
5. N 0.205
6. C 0.014
7. C -0.163
8. C -0.185
9. O -0.065
10. H 0.118
11. H 0.100
12. H 0.092
13. H 0.132
14. H 0.178
15. H 0.095

# 9
C6H6N2O2 | ωB97M-V/def2-TZVPD

Cartesian coordinates (Å):
O  2.1220  1.9453  -0.0568
C  1.6924  0.7551  -0.0227
N  2.5724  -0.1966  0.2913
O  2.5986  -1.5822  0.0590
C  0.2543  0.3933  -0.0821
C  -0.7354  1.3223  0.0559
C  -2.1034  0.9564  0.0954
C  -2.3118  -0.4878  0.0981
C  -1.2367  -1.3135  -0.0517
N  -0.0011  -0.9474  -0.0750
H  3.6023  0.1611  -0.0790
H  1.6695  -1.7278  -0.4426
H  -0.5490  2.4052  -0.0779
H  -2.8916  1.6911  0.1451
H  -3.3519  -0.9603  0.2402
H  -1.3305  -2.4142  -0.0973

Strongest force on any atom (eV/Å): 6.14
Energy above the lowest of the compared OMol25 structures with the same formula, charge and spin (kJ/mol): 275.7
Structure (SMILES): O=C(NO)c1ccccn1
HOMO energy (eV): -9.16
LUMO energy (Eh): -0.011
Energy (hartree): -492.13843
HOMO-LUMO gap (eV): 8.87

List of Löwdin charges in e, atom by atom:
1. O 0.007
2. C -0.440
3. N -0.009
4. O -0.088
5. C -0.176
6. C -0.009
7. C 0.000
8. C -0.044
9. C -0.185
10. N 0.089
11. H 0.232
12. H 0.134
13. H 0.133
14. H 0.101
15. H 0.130
16. H 0.126

# 10
C6H6N2O2 | ωB97M-V/def2-TZVPD

Cartesian coordinates (Å):
O  2.0065  1.6093  -0.7405
C  1.4407  0.6403  -0.3745
C  1.9462  -0.3610  0.6119
C  1.1336  -1.3948  0.9618
N  -0.0463  -1.6136  0.3688
C  -0.7000  -0.7989  -0.5851
O  -1.8156  -1.0454  -1.1357
N  0.0302  0.2917  -0.9263
H  2.7966  -0.1955  1.2152
H  1.3691  -1.9642  1.8031
H  -0.5644  -2.4889  0.4102
H  -0.6026  1.0430  -1.4399
C  -2.3587  1.0406  0.7295
C  -1.5347  1.8300  1.1216
H  -3.3791  0.4288  0.6394
H  -0.5973  2.1814  1.4936

Strongest force on any atom (eV/Å): 3.85
Energy above the lowest of the compared OMol25 structures with the same formula, charge and spin (kJ/mol): 265.3
Structure (SMILES): O=c1cc[nH]c(=O)[nH]1.C#C
HOMO energy (eV): -9.55
LUMO energy (Eh): 0.018
Energy (hartree): -492.14240
HOMO-LUMO gap (eV): 10.06

List of Löwdin charges in e, atom by atom:
1. O 0.101
2. C -0.392
3. C 0.018
4. C -0.098
5. N 0.115
6. C -0.547
7. O -0.011
8. N 0.157
9. H 0.094
10. H 0.111
11. H 0.163
12. H 0.205
13. C -0.044
14. C -0.011
15. H 0.111
16. H 0.029

# 11
C6H6N2O3 | ωB97M-V/def2-TZVPD

Cartesian coordinates (Å):
C  2.4278  -0.7011  0.9547
C  1.3187  -0.0700  0.1059
C  0.9456  0.6249  -0.9666
O  1.2940  1.0228  -2.1380
C  -0.1793  0.1965  -0.1044
N  -0.9974  -0.8286  -0.5510
C  -2.2684  -0.7370  -0.1060
O  -3.2023  -1.4355  -0.3366
N  -2.2891  0.4225  0.6605
C  -1.0383  1.0686  0.6668
O  -0.7573  2.1211  1.1670
H  2.0291  -1.0371  2.0093
H  3.0950  0.0407  1.0924
H  2.8354  -1.6440  0.4778
H  0.7770  1.6952  -2.5859
H  -0.8067  -1.5913  -1.2316
H  -3.1838  0.8522  0.8856

Strongest force on any atom (eV/Å): 5.35
Energy above the lowest of the compared OMol25 structures with the same formula, charge and spin (kJ/mol): 70.9
Structure (SMILES): CC1=C(O)[C@@]12NC(=O)NC2=O
HOMO energy (eV): -9.31
LUMO energy (Eh): 0.010
Energy (hartree): -567.41623
HOMO-LUMO gap (eV): 9.58

List of Löwdin charges in e, atom by atom:
1. C -0.021
2. C -0.006
3. C -0.215
4. O 0.150
5. C -0.276
6. N 0.161
7. C -0.568
8. O 0.099
9. N 0.208
10. C -0.383
11. O 0.121
12. H 0.116
13. H 0.020
14. H 0.093
15. H 0.135
16. H 0.196
17. H 0.171

# 12
C6H6N2O5 | ωB97M-V/def2-TZVPD

Cartesian coordinates (Å):
N  -1.1565  1.9213  0.8177
C  -1.4374  1.0967  -0.3002
O  -2.0255  1.8104  -1.2851
C  -1.2072  -0.2200  -0.3920
C  -0.7175  -1.2942  0.5651
C  0.4198  -2.0736  0.0849
O  0.8306  -3.1689  0.3775
N  1.1931  -1.4109  -0.8563
C  1.0657  -0.4128  -1.5389
O  1.1853  0.4330  -2.3515
H  -0.3126  1.8110  1.5266
H  -1.1034  2.8016  0.4721
H  -2.4716  1.1515  -1.9269
H  -1.3957  -0.4900  -1.3758
H  -1.5496  -2.1215  0.7758
H  -0.4816  -0.9149  1.5862
O  4.0684  -0.0059  0.8872
C  3.0523  0.3712  1.2663
O  2.0433  0.7161  1.6671

Strongest force on any atom (eV/Å): 3.78
Energy above the lowest of the compared OMol25 structures with the same formula, charge and spin (kJ/mol): 26.2
Structure (SMILES): N/C(O)=C\CC(=O)N=C=O.O=C=O
HOMO energy (eV): -8.78
LUMO energy (Eh): 0.010
Energy (hartree): -717.95063
HOMO-LUMO gap (eV): 9.06

List of Löwdin charges in e, atom by atom:
1. N 0.133
2. C -0.441
3. O 0.056
4. C -0.099
5. C -0.094
6. C -0.493
7. O 0.109
8. N 0.213
9. C -0.299
10. O 0.174
11. H 0.151
12. H 0.033
13. H 0.168
14. H 0.087
15. H 0.170
16. H 0.134
17. O 0.232
18. C -0.440
19. O 0.207

# 13
C6H6N2S | ωB97M-V/def2-TZVPD

Cartesian coordinates (Å):
C  1.2131  0.1456  -2.4808
C  0.8890  -0.4997  1.2029
C  1.5641  -0.8134  -0.0949
C  -0.1488  0.3612  1.3417
C  1.1490  -0.3496  -1.2371
C  -0.6704  1.2091  0.2306
N  1.1270  0.3978  -3.6200
N  -2.3559  -0.6905  0.5273
S  -1.8904  0.2388  -0.6571
H  1.4500  -1.2089  1.9069
H  2.3398  -1.5286  -0.0584
H  -0.6187  0.5196  2.2263
H  -1.0974  1.9975  0.9464
H  0.0839  1.5523  -0.4248
H  -3.0343  -1.3312  0.1909

Strongest force on any atom (eV/Å): 4.51
Energy above the lowest of the compared OMol25 structures with the same formula, charge and spin (kJ/mol): 478.3
HOMO energy (spin up / spin down) (eV): -8.89 / -8.12
LUMO energy (spin up / spin down) (Eh): -0.021 / -0.040
Energy (hartree): -739.71586
HOMO-LUMO gap (spin up / spin down) (eV): 8.33 / 7.02

List of Löwdin charges in e, atom by atom:
1. C -0.266
2. C -0.075
3. C -0.090
4. C -0.190
5. C -0.040
6. C -0.450
7. N 0.161
8. N -0.348
9. S 0.876
10. H 0.125
11. H 0.098
12. H 0.065
13. H 0.117
14. H 0.051
15. H -0.035

# 14
C6H6N3 | ωB97M-V/def2-TZVPD

Cartesian coordinates (Å):
C  -0.2671  2.4855  -1.9530
C  0.4117  0.6094  1.7558
C  0.2677  2.0199  1.7778
C  0.2449  -0.0440  0.5961
C  -0.2246  1.7125  -0.8770
C  -0.3604  -0.4191  -1.7302
N  -0.1621  3.1854  -2.8674
N  0.0875  2.8817  0.9090
N  -0.2072  0.4736  -0.6213
H  0.4792  0.1995  2.7543
H  0.3202  2.4620  2.7903
H  0.1138  -1.1810  0.6721
H  -1.0505  0.0912  -2.4129
H  0.8226  -0.5190  -2.0670
H  -0.8505  -1.4086  -1.4471

Strongest force on any atom (eV/Å): 7.18
Energy above the lowest of the compared OMol25 structures with the same formula, charge and spin (kJ/mol): 494.3
HOMO energy (eV): -14.84
LUMO energy (Eh): -0.237
Energy (hartree): -396.03032
Charge: +1
HOMO-LUMO gap (eV): 8.39

List of Löwdin charges in e, atom by atom:
1. C -0.154
2. C 0.002
3. C -0.230
4. C -0.012
5. C -0.004
6. C 0.016
7. N 0.295
8. N 0.294
9. N -0.118
10. H 0.136
11. H 0.157
12. H 0.175
13. H 0.109
14. H 0.199
15. H 0.135

# 15
C6H6N3P | ωB97M-V/def2-TZVPD

Cartesian coordinates (Å):
C  0.2334  -0.4012  -1.7280
P  -0.8338  0.2166  -0.2922
C  0.4783  0.4562  0.9484
C  1.5676  -0.4423  1.0338
N  2.5604  -1.0339  0.9725
C  1.2786  2.0541  0.6217
N  1.9137  2.9348  0.3944
C  -0.1859  0.7519  2.2423
C  0.7992  1.3149  3.1164
N  1.4454  1.8078  3.9422
H  -0.3531  -0.7938  -2.6093
H  0.9331  -1.1561  -1.2617
H  0.8655  0.4414  -1.9557
H  -1.1047  -1.2016  -0.0532
H  -0.5031  -0.2014  2.7274
H  -1.1166  1.2775  2.1513

Strongest force on any atom (eV/Å): 9.45
Energy above the lowest of the compared OMol25 structures with the same formula, charge and spin (kJ/mol): 166.8
Structure (SMILES): CPC(C#N)(C#N)CC#N
HOMO energy (eV): -10.87
LUMO energy (Eh): -0.015
Energy (hartree): -737.72936
HOMO-LUMO gap (eV): 10.45

List of Löwdin charges in e, atom by atom:
1. C -0.326
2. P 0.927
3. C -0.621
4. C -0.261
5. N 0.226
6. C -0.151
7. N 0.147
8. C -0.252
9. C -0.250
10. N 0.200
11. H 0.058
12. H 0.034
13. H 0.013
14. H -0.009
15. H 0.154
16. H 0.111